(1)
Computed, not measured: 2 unconnected molecules or ions with the total composition C4H4O3 at a distorted geometry, with ωB97M-V/def2-TZVPD.

Output
Maximum force in eV/Å: 1.7
Energy above the lowest of the compared OMol25 structures with the same formula, charge and spin in kJ/mol: 237.1
Spin multiplicity: 1
Kohn-Sham gap in eV: 10.7
E_tot in Ha: -380.456709

Last column: Mulliken charge in e.
Element x y z (Å)
O (3.467, -1.620, 0.817)  -0.154
C (2.485, -2.183, 0.935)  0.131
O (1.025, 0.112, 1.023)  -0.430
C (-0.122, -0.253, 0.921)  -0.111
C (-1.117, 0.427, -0.009)  0.154
C (-0.733, 1.012, -1.290)  -0.313
O (-1.554, -0.151, -1.235)  -0.405
H (-1.957, 0.887, 0.516)  0.324
H (-0.533, -1.029, 1.603)  0.349
H (0.242, 0.834, -1.740)  0.229
H (-1.204, 1.963, -1.542)  0.227

***

(2)
Computed, not measured: a molecular structure, C6H5N, with ωB97M-V/def2-TZVPD.

Output
Maximum force in eV/Å: 0.7
Energy above the lowest of the compared OMol25 structures with the same formula, charge and spin in kJ/mol: 534.6
Spin multiplicity: 1
Kohn-Sham gap in eV: 10.6
E_tot in Ha: -286.139547

Last column: Mulliken charge in e.
Element x y z (Å)
C (0.819, -0.868, -2.101)  -0.523
C (-0.163, -0.788, -1.295)  -0.119
C (-1.069, -0.440, -0.203)  0.097
N (-0.771, -0.858, 1.165)  -0.575
C (-0.586, 0.549, 0.808)  -0.312
C (0.741, 1.111, 0.691)  -0.772
C (1.843, 1.584, 0.604)  0.466
H (-0.327, -1.710, -2.006)  0.299
H (-2.128, -0.444, -0.450)  0.367
H (0.133, -1.325, 1.194)  0.327
H (-1.329, 1.212, 1.245)  0.345
H (2.824, 2.003, 0.528)  0.400

***

(3)
Computed, not measured: 2 unconnected molecules or ions with the total composition C5H16N3 at a distorted geometry, with ωB97M-V/def2-TZVPD.

Output
Net charge: +2
Maximum force in eV/Å: 3.1
Energy above the lowest of the compared OMol25 structures with the same formula, charge and spin in kJ/mol: 289.3
Spin multiplicity: 2
Kohn-Sham gap (spin up / spin down) in eV: 8.5 / 3.0
E_tot in Ha: -363.591438
<S²>: 0.760

Last column: Mulliken charge in e.
Element x y z (Å)
C (-0.187, -2.711, 0.390)  -0.767
C (-1.024, -0.821, -0.939)  0.754
N (-0.084, -1.835, -0.718)  0.075
N (-2.272, -0.956, -0.564)  -0.287
N (-0.619, 0.170, -1.729)  -0.261
H (0.799, -1.781, -1.226)  0.349
H (-2.708, -1.848, -0.348)  0.281
H (-2.907, -0.166, -0.565)  0.295
H (0.284, 0.565, -1.500)  0.209
H (-1.119, 0.584, -2.509)  0.300
H (-0.200, -3.762, -0.012)  0.374
H (-1.094, -2.517, 0.984)  0.360
H (0.618, -2.649, 1.147)  0.335
C (0.869, 1.821, 0.642)  0.638
C (0.771, 1.551, 2.181)  -1.247
C (2.206, 2.481, 0.418)  -1.354
H (0.904, 0.897, 0.026)  -0.629
H (0.072, 2.469, 0.231)  0.433
H (1.264, 2.313, 2.763)  0.390
H (1.167, 0.578, 2.490)  0.358
H (2.358, 3.592, 0.540)  0.341
H (2.915, 1.981, 1.076)  0.366
H (-0.321, 1.799, 2.377)  0.331
H (2.645, 2.353, -0.572)  0.355

***

(4)
Computed, not measured: a single C3H3FN2O2 molecule at a distorted geometry, with ωB97M-V/def2-TZVPD.

Output
Maximum force in eV/Å: 4.0
Energy above the lowest of the compared OMol25 structures with the same formula, charge and spin in kJ/mol: 347.9
Spin multiplicity: 1
Kohn-Sham gap (spin up / spin down) in eV: 7.2 / 9.0
E_tot in Ha: -475.876648

Last column: Mulliken charge in e.
Element x y z (Å)
C (0.484, -0.030, 1.809)  0.308
C (-0.223, -1.020, -0.389)  0.525
C (-0.050, 1.452, -0.673)  -0.196
N (0.101, -0.986, 1.049)  -0.106
N (-0.309, 0.127, -1.071)  -0.136
O (0.780, 0.452, 2.835)  -0.353
O (-0.451, -2.113, -0.838)  -0.581
F (0.865, 2.043, -1.506)  -0.263
H (-0.906, 2.099, -0.525)  0.258
H (0.104, -1.959, 1.378)  0.271
H (-0.395, -0.066, -2.069)  0.273